i) Computed, not measured: 2 unconnected molecules or ions with the total composition CHClFNO2, with wB97M-V/def2-TZVPD.

Atoms and positions in Å:
C  0.0276  -0.3042  -0.3186
N  1.1173  0.4872  -0.0432
O  1.4692  0.3715  1.1521
O  1.5856  1.1671  -0.9538
F  -0.5040  -0.2417  -1.5491
Cl  -3.0258  -0.6658  1.1755
H  -0.6699  -0.8141  0.5371

Computed properties:
- HOMO-LUMO gap (spin up / spin down) (eV) = 9.22 / 5.51
- total charge = 0
- E_LUMO (spin up / spin down) (eV) = -2.21 / -4.81

ii) Computed, not measured: 2 unconnected molecules or ions with the total composition CHClFNO2, with wB97M-V/def2-TZVPD.

Atoms and positions in Å:
C  -0.6002  -0.4446  0.4559
N  0.3438  0.5829  0.7374
O  -0.4589  -1.5801  0.7768
O  0.9272  -0.1388  -1.1391
F  0.1100  1.8244  0.3406
Cl  -2.0266  0.1831  -0.3970
H  1.7047  -0.4269  -0.7746

Computed properties:
- HOMO-LUMO gap (spin up / spin down) (eV) = 8.51 / 8.46
- total charge = 0
- E_LUMO (spin up / spin down) (eV) = -3.28 / -3.32

Going by the energies, ii) is most stable and the next is 76.8 kJ/mol up.

i) Computed, not measured: C12H15N in the gas phase, with wB97M-V/def2-TZVPD.

Atoms and positions in Å:
C  2.7955  2.0032  -0.1946
N  1.9845  0.9114  -0.7668
C  1.8990  -0.3977  -0.1523
C  1.1279  -1.4717  -0.9150
C  -0.1212  -1.8919  -0.1687
C  0.3794  -1.7218  1.2724
C  0.8853  -0.2819  1.1076
C  -0.5341  0.2454  0.5606
C  -1.2083  1.3863  0.7592
C  -2.4487  1.5759  0.1829
C  -3.0294  0.6212  -0.5114
C  -2.2336  -0.5503  -0.7722
C  -1.0649  -0.7672  -0.2473
H  3.9864  1.8255  -0.1154
H  2.5836  2.8712  -0.9542
H  2.3796  2.1721  0.9428
H  2.2353  0.7566  -1.8148
H  2.8480  -0.8225  0.1742
H  0.8164  -0.9981  -1.8426
H  1.7434  -2.3125  -1.1509
H  -0.5271  -2.7797  -0.4075
H  1.3353  -2.2594  1.6949
H  -0.4353  -1.8539  1.9527
H  1.1909  0.3166  2.0198
H  -0.7555  2.3035  1.2420
H  -3.1045  2.4448  0.3603
H  -4.0393  0.7600  -0.8961
H  -2.8294  -1.3002  -1.3649

Computed properties:
- HOMO-LUMO gap (eV) = 9.68
- SMILES = CN[C@@H]1C[C@H]2C[C@@H]1c1ccccc12
- total charge = 0
- E_LUMO (eV) = 1.01

ii) Computed, not measured: C12H15N in the gas phase, with wB97M-V/def2-TZVPD.

Atoms and positions in Å:
C  -3.3284  1.0832  0.5322
C  -2.2637  0.2581  0.4872
C  -1.3611  -0.6685  0.3108
C  -0.7190  -1.2620  1.5290
N  -0.8579  -0.5130  2.7795
C  -0.2756  0.8340  2.6757
C  -0.9230  -0.9465  -1.0496
C  0.4950  -0.4271  -1.4035
C  0.7067  0.9110  -1.3769
C  1.9539  1.4406  -1.6661
C  3.0243  0.6360  -1.9883
C  2.8080  -0.7561  -2.0589
C  1.5292  -1.2726  -1.7722
H  -3.2813  2.0331  0.9921
H  -4.2528  0.7237  0.2148
H  0.2940  -1.4072  1.1295
H  -1.0141  -2.3026  1.7623
H  -0.4144  -1.0165  3.5491
H  0.7725  0.8744  2.2779
H  -0.8832  1.4142  1.9033
H  -0.3443  1.3604  3.6452
H  -1.5864  -0.4654  -1.7686
H  -0.9423  -2.0144  -1.2466
H  -0.0652  1.6716  -1.1478
H  2.0674  2.5291  -1.7051
H  3.9567  1.0275  -2.3419
H  3.5922  -1.4539  -2.3155
H  1.3129  -2.2909  -1.9478

Computed properties:
- HOMO-LUMO gap (eV) = 9.56
- SMILES = C=C=C(CNC)Cc1ccccc1
- total charge = 0
- E_LUMO (eV) = 0.94

iii) Computed, not measured: a molecular structure, C12H15N, with wB97M-V/def2-TZVPD.

Atoms and positions in Å:
C  1.5965  -1.1260  1.6034
C  1.8356  0.7641  0.4724
C  0.3490  1.1572  0.5854
C  -0.3278  0.6029  1.9498
C  0.0090  -0.8872  1.7966
C  -0.6406  -1.5691  0.4733
C  -0.7657  -0.5509  -0.8040
C  -1.3711  -0.9787  -1.8133
C  -1.6474  0.0314  -2.7341
C  -1.4799  1.3023  -2.6344
C  -0.5945  1.8430  -1.5708
C  -0.3841  0.8372  -0.6014
H  2.0358  -2.2201  2.2176
H  2.1977  -0.1274  2.3438
H  1.0606  -1.1866  -0.4842
H  2.3949  0.9934  1.4921
H  2.2731  1.2893  -0.3552
H  0.2087  2.3240  0.7148
H  0.0116  1.1511  2.8905
H  -1.4420  0.7704  1.5801
H  -0.2922  -1.7016  2.5930
H  -1.7113  -1.6075  0.6353
H  -0.1374  -2.5664  0.1431
H  -1.4805  -2.1791  -1.9466
H  -2.4046  -0.2240  -3.6154
H  -1.4453  1.9441  -3.6060
H  0.0977  2.6206  -1.5418
N  2.0543  -0.7066  0.2160

Computed properties:
- HOMO-LUMO gap (eV) = 9.65
- total charge = 0
- E_LUMO (eV) = 0.86

Going by the energies, i) is most stable and the next is 23.6 kJ/mol up.

i) Computed, not measured: 2 unconnected molecules or ions with the total composition C7H12N2O, with wB97M-V/def2-TZVPD.

Atoms and positions in Å:
H  -2.2439  -1.1526  2.7633
N  -1.8872  -1.3607  1.8288
C  -1.4481  -0.3616  1.2055
C  -0.8642  -0.4488  -0.1710
O  -1.4592  -0.8343  -1.1526
C  0.7510  -0.6578  -0.0550
C  1.3795  -0.4128  -1.4189
C  0.9723  -2.0960  0.4122
H  -1.4189  0.6703  1.5962
H  1.1474  0.0347  0.6896
H  1.2415  0.6172  -1.7378
H  2.4526  -0.6117  -1.3792
H  0.9241  -1.0669  -2.1614
H  2.0357  -2.3301  0.4262
H  0.4652  -2.7876  -0.2634
H  0.5929  -2.2466  1.4203
C  -1.2202  2.0921  -0.8094
C  -0.1754  2.5006  -0.1161
N  0.7695  2.6685  0.6200
H  -2.2113  2.4217  -0.5293
H  -1.0882  1.8328  -1.8480
H  1.2849  3.5297  0.6800

Computed properties:
- HOMO-LUMO gap (eV) = 9.66
- SMILES = [H]/N=C/C(=O)C(C)C.C=C=N
- total charge = 0
- E_LUMO (eV) = 0.71

ii) Computed, not measured: C7H12N2O in the gas phase, with wB97M-V/def2-TZVPD.

Atoms and positions in Å:
C  -0.8181  -1.0463  -1.5907
N  -0.4605  -0.9277  -0.1833
C  -1.2050  -1.8642  0.6439
C  -0.5177  0.4722  0.2761
C  0.0487  0.8081  1.6088
C  0.8471  1.1063  0.2192
C  1.0770  2.5215  -0.2267
N  1.8695  0.2159  -0.0958
C  1.7206  -0.9995  -0.2487
O  2.0983  -2.0945  -0.3995
H  -0.2269  -0.3376  -2.1673
H  -0.5949  -2.0556  -1.9312
H  -1.8848  -0.8477  -1.7579
H  -2.2883  -1.7783  0.4797
H  -0.8762  -2.8719  0.4082
H  -0.9985  -1.6553  1.6938
H  -1.3735  1.0524  -0.0699
H  -0.3957  1.6197  2.1645
H  0.5585  0.0620  2.1975
H  1.9210  2.9477  0.3098
H  1.3038  2.5459  -1.2909
H  0.1957  3.1270  -0.0394

Computed properties:
- HOMO-LUMO gap (eV) = 9.45
- SMILES = CN(C)[C@H]1C[C@@]1(C)N=C=O
- total charge = 0
- E_LUMO (eV) = 0.83

Going by the energies, ii) is most stable and the next is 138.7 kJ/mol up.

i) Computed, not measured: C4H2N2O in the gas phase, with wB97M-V/def2-TZVPD.

Atoms and positions in Å:
N  -1.8758  0.3610  0.5059
C  -0.9779  -0.6368  0.7024
O  -1.2681  -1.7974  0.9093
C  0.4222  -0.2356  0.6564
C  1.6207  -0.1956  0.6751
C  3.5470  1.0103  0.4767
N  2.9402  0.0005  0.6657
H  -1.5975  1.3120  0.3235
H  -2.8535  0.1161  0.5236

Computed properties:
- HOMO-LUMO gap (eV) = 10.40
- total charge = 0
- E_LUMO (eV) = 0.08

ii) Computed, not measured: C4H2N2O in the gas phase, with wB97M-V/def2-TZVPD.

Atoms and positions in Å:
N  2.8627  0.0423  -0.0516
C  1.6227  -0.1830  0.0794
C  0.2418  -0.1759  0.0990
C  -0.1728  1.1201  -0.0384
C  -1.5753  0.8100  0.0407
N  -1.8890  -0.4840  -0.0907
O  -0.6512  -1.1929  -0.0129
H  0.3606  1.9626  -0.2522
H  -2.6649  1.2444  0.2673

Computed properties:
- HOMO-LUMO gap (eV) = 9.68
- SMILES = N#Cc1ccno1
- total charge = 0
- E_LUMO (eV) = -0.62

Going by the energies, i) is most stable and the next is 93.7 kJ/mol up.